{"formula": "C31H59BN3O19S", "method": "ωB97M-V with the def2-TZVPD basis set", "elements": ["C", "O", "C", "B", "O", "C", "C", "C", "C", "C", "C", "C", "C", "S", "C", "N", "N", "C", "O", "C", "C", "C", "C", "N", "O", "H", "H", "H", "H", "H", "H", "H", "H", "H", "H", "H", "H", "H", "H", "H", "H", "H", "H", "H", "H", "H", "H", "H", "H", "H", "H", "H", "H", "H", "C", "O", "C", "O", "O", "C", "H", "H", "H", "H", "H", "H", "C", "O", "C", "O", "O", "C", "H", "H", "H", "H", "H", "H", "C", "O", "C", "O", "O", "C", "H", "H", "H", "H", "H", "H", "C", "O", "C", "O", "O", "C", "H", "H", "H", "H", "H", "H", "C", "O", "C", "O", "O", "C", "H", "H", "H", "H", "H", "H"], "coordinates": [[-2.057, -5.592, -1.934], [-1.725, -4.422, -1.220], [-1.528, -4.697, 0.198], [-0.958, -3.373, 0.995], [-1.132, -2.144, 0.214], [-0.098, -1.231, 0.546], [-0.066, -0.274, -0.690], [1.209, 0.646, -0.797], [0.912, 2.154, -0.490], [0.264, 2.957, -1.672], [1.065, 2.917, -3.023], [2.347, 3.842, -2.990], [3.037, 3.984, -4.396], [1.913, 4.679, -5.677], [1.334, 3.341, -6.723], [2.029, 2.482, -7.484], [1.094, 1.717, -8.084], [-0.138, 2.070, -7.728], [-0.009, 3.124, -6.838], [1.186, -2.142, 0.895], [2.086, -2.712, -0.263], [3.457, -1.952, -0.422], [3.767, -1.159, -1.749], [4.335, -1.949, 0.506], [0.486, -3.329, 1.333], [-1.144, -6.168, -2.266], [-2.761, -6.281, -1.393], [-2.582, -5.295, -2.887], [-0.881, -5.596, 0.389], [-2.551, -4.946, 0.606], [-1.499, -3.393, 2.085], [-0.285, -0.666, 1.500], [-0.947, 0.420, -0.573], [-0.260, -0.816, -1.652], [2.047, 0.335, -0.113], [1.618, 0.521, -1.832], [0.156, 2.162, 0.347], [1.790, 2.728, -0.097], [0.251, 4.039, -1.353], [-0.800, 2.692, -1.882], [0.376, 3.341, -3.807], [1.321, 1.888, -3.378], [3.064, 3.398, -2.258], [2.026, 4.856, -2.627], [3.554, 3.053, -4.733], [3.852, 4.749, -4.268], [-1.094, 1.649, -8.074], [1.671, -1.810, 1.845], [1.569, -2.817, -1.244], [2.375, -3.748, 0.057], [4.023, -0.107, -1.465], [2.858, -1.135, -2.396], [4.626, -1.681, -2.243], [5.162, -1.404, 0.225], [-1.011, -3.507, -4.417], [-1.254, -4.285, -5.597], [-1.738, -3.590, -6.625], [-1.977, -2.409, -6.637], [-1.916, -4.436, -7.651], [-2.434, -3.824, -8.828], [-0.622, -4.174, -3.653], [-0.267, -2.734, -4.614], [-1.937, -3.066, -4.050], [-1.748, -3.062, -9.200], [-3.418, -3.393, -8.638], [-2.535, -4.600, -9.585], [8.525, -4.668, 5.319], [8.337, -4.337, 3.946], [7.097, -4.575, 3.489], [6.185, -5.025, 4.133], [7.056, -4.225, 2.204], [5.782, -4.423, 1.576], [9.558, -4.435, 5.574], [7.867, -4.072, 5.952], [8.357, -5.733, 5.485], [5.017, -3.817, 2.057], [5.506, -5.479, 1.592], [5.871, -4.105, 0.540], [-3.492, -1.701, 7.161], [-2.457, -2.528, 6.640], [-1.442, -1.850, 6.084], [-1.356, -0.651, 6.004], [-0.551, -2.734, 5.640], [0.595, -2.152, 5.017], [-4.254, -2.355, 7.582], [-3.109, -1.057, 7.954], [-3.946, -1.105, 6.368], [1.143, -1.527, 5.725], [0.305, -1.575, 4.138], [1.246, -2.962, 4.695], [-4.788, 3.816, -1.670], [-5.089, 3.926, -0.280], [-4.182, 3.352, 0.523], [-3.186, 2.783, 0.167], [-4.579, 3.524, 1.788], [-3.697, 2.956, 2.761], [-5.585, 4.314, -2.219], [-3.844, 4.314, -1.900], [-4.755, 2.770, -1.975], [-2.713, 3.420, 2.705], [-3.622, 1.876, 2.628], [-4.117, 3.155, 3.745], [-3.188, 7.680, 7.141], [-3.429, 6.898, 5.974], [-3.931, 7.589, 4.944], [-4.181, 8.767, 4.938], [-4.107, 6.743, 3.925], [-4.642, 7.347, 2.747], [-2.784, 7.015, 7.903], [-2.455, 8.461, 6.937], [-4.117, 8.112, 7.514], [-3.967, 8.114, 2.367], [-5.630, 7.765, 2.944], [-4.742, 6.568, 1.993]], "lowdin_charge": [-0.183, -0.240, -0.131, -0.730, -0.027, -0.271, -0.111, -0.195, -0.200, -0.205, -0.226, -0.259, -0.462, 0.930, -0.629, 0.032, -0.006, -0.116, -0.019, -0.231, -0.052, -0.382, -0.068, 0.103, -0.096, 0.089, 0.085, 0.075, 0.105, 0.095, 0.089, 0.147, 0.112, 0.120, 0.107, 0.069, 0.111, 0.102, 0.108, 0.104, 0.085, 0.108, 0.112, 0.110, 0.092, 0.074, 0.137, 0.137, 0.122, 0.125, 0.072, 0.061, 0.077, 0.056, -0.034, 0.007, -0.615, 0.116, -0.004, -0.056, 0.078, 0.099, 0.107, 0.096, 0.095, 0.089, -0.056, -0.007, -0.617, 0.125, 0.001, -0.054, 0.088, 0.096, 0.095, 0.080, 0.097, 0.078, -0.057, -0.001, -0.612, 0.113, 0.012, -0.031, 0.089, 0.093, 0.096, 0.094, 0.092, 0.100, -0.047, -0.007, -0.616, 0.129, -0.009, -0.032, 0.090, 0.095, 0.101, 0.099, 0.103, 0.093, -0.047, 0.003, -0.615, 0.120, 0.003, -0.035, 0.093, 0.097, 0.097, 0.099, 0.099, 0.087], "total_charge": -1, "homo_energy_ev": -4.140, "homo_lumo_gap_ev": 6.09, "energy_ev": -87987.7517}